Version a
DFT (the ωB97M-V functional and the def2-TZVPD basis) results for a 2-piece molecular cluster, C8H12N4 overall.

Calculated values
LUMO energy in eV: 0.91
HOMO-LUMO gap in eV: 9.256
Spin multiplicity: 1
Structure (SMILES): Cc1c[nH]cn1.Cc1c[nH]cn1

XYZ file:
```
24
C8H12N4 the ωB97M-V functional and the def2-TZVPD basis
N 8.1090 -6.0243 1.1658
C 7.7914 -6.6140 2.3181
C 7.7613 -8.2611 0.8671
C 7.9742 -7.0797 0.2134
N 7.5627 -7.9688 2.2063
C 8.0299 -6.7144 -1.3204
H 7.7898 -6.1795 3.3177
H 7.7027 -9.2904 0.5135
H 7.3714 -8.5404 3.0330
H 7.4752 -7.4378 -1.9414
H 9.0764 -6.6824 -1.6675
H 7.5825 -5.7158 -1.4590
N 9.0584 -0.1726 -1.8557
C 10.0336 0.1321 -1.0053
C 10.8957 -1.4684 -2.2664
C 9.5609 -1.3280 -2.4574
N 11.1695 -0.5840 -1.2617
C 8.7662 -2.1132 -3.4225
H 9.9750 0.8758 -0.2106
H 11.6225 -2.1736 -2.6695
H 12.0559 -0.3638 -0.8009
H 9.1877 -3.1285 -3.5133
H 8.7822 -1.6355 -4.4166
H 7.7182 -2.1959 -3.0888
```

---

Version b
DFT (the ωB97M-V functional and the def2-TZVPD basis) results for C8H12N4 as an isolated structure.

Calculated values
LUMO energy in eV: 0.05
HOMO-LUMO gap in eV: 9.895
Spin multiplicity: 1

XYZ file:
```
24
C8H12N4 the ωB97M-V functional and the def2-TZVPD basis
C -0.2934 0.2050 0.7867
C 0.4665 -0.6225 -0.1723
N 1.0774 -1.2573 -0.9027
H -1.2603 0.4094 0.3268
H 0.3318 1.0707 1.0053
H -0.5219 -0.3904 1.6707
C 1.2332 -1.9714 -3.0961
C 2.7143 -1.7831 -3.2890
N 3.8634 -1.6856 -3.3638
H 1.0331 -2.9625 -3.5034
H 0.7281 -1.2941 -3.7847
H 0.8261 -1.8710 -2.0899
C -3.5393 1.2788 0.4995
C -3.2300 -0.1069 0.0789
N -3.0046 -1.2179 -0.2461
H -3.0528 1.9657 -0.1930
H -3.2414 1.5581 1.5101
H -4.6002 1.4796 0.3503
C 1.6400 0.9401 2.8196
C 1.9646 1.7365 1.6141
N 2.2243 2.4134 0.7262
H 2.4972 0.8198 3.4820
H 1.3832 -0.0498 2.4425
H 0.7607 1.3354 3.3283
```

---

Stability comparison, relative energies in hartree: version a 0.0000; version b 0.1270

---

Version a
DFT (the ωB97M-V functional and the def2-TZVPD basis) results for an isolated ion of composition C4H7O2 and charge -1.

Calculated values
Total charge: -1
LUMO energy in eV: 4.33
HOMO-LUMO gap in eV: 7.480
Spin multiplicity: 1
Structure (SMILES): O=CCCC[O-]

XYZ file:
```
13
C4H7O2 the ωB97M-V functional and the def2-TZVPD basis
C -0.8583 1.6561 -0.4177
O 0.2603 1.6546 -1.1392
C -1.2853 0.1749 -0.0549
C -0.0554 -0.6625 -0.1939
C 0.5280 -1.4026 0.8935
O 1.6843 -1.7424 0.9789
H -0.6185 2.0423 0.6918
H -1.6732 2.1997 -0.8163
H -1.8924 0.2092 0.8843
H -1.9856 -0.1677 -0.8248
H 0.7103 0.2980 -0.5827
H 0.0386 -1.0203 -1.2550
H -0.1093 -1.4544 1.8230
```

---

Version b
DFT (the ωB97M-V functional and the def2-TZVPD basis) results for an isolated ion of composition C4H7O2 and charge -1.

Calculated values
Total charge: -1
LUMO energy in eV: 4.47
HOMO-LUMO gap in eV: 6.560
Spin multiplicity: 1
Structure (SMILES): [O-]/C=C\CCO

XYZ file:
```
13
C4H7O2 the ωB97M-V functional and the def2-TZVPD basis
O 1.8858 0.6313 -0.4836
C 0.8152 1.1144 -1.0017
C -0.4072 0.5153 -1.1475
C -0.8252 -0.4895 -0.0779
C -0.2245 -0.3915 1.3124
O 0.9836 -1.1124 1.4584
H 1.0318 2.0071 -1.6367
H 1.4510 -0.9047 0.6212
H -1.0076 0.5236 -2.0474
H -0.7762 -1.4911 -0.5408
H -1.9188 -0.3560 -0.0098
H -0.9951 -0.7102 2.0203
H -0.0128 0.6636 1.5332
```

---

Version c
DFT (the ωB97M-V functional and the def2-TZVPD basis) results for an isolated ion of composition C4H7O2 and charge -1.

Calculated values
Total charge: -1
LUMO energy in eV: 3.71
HOMO-LUMO gap in eV: 5.884
Spin multiplicity: 1
Structure (SMILES): [O-]/C=C/CCO

XYZ file:
```
13
C4H7O2 the ωB97M-V functional and the def2-TZVPD basis
C 0.4196 0.3693 1.1058
O 1.5544 0.3952 2.0514
C 0.6074 -0.3811 -0.2072
C -0.3978 0.1207 -1.2472
C -1.6408 -0.5150 -1.3329
O -2.6024 -0.2750 -2.1056
H -0.2268 -0.2848 1.7050
H 0.0730 1.3935 1.0421
H 1.5887 -0.1205 -0.6405
H 0.4300 -1.4546 -0.1039
H 2.2307 0.9890 1.7594
H -0.2889 1.2080 -1.3123
H -1.7471 -1.4446 -0.7141
```

---

Stability comparison, relative energies in hartree: version a 0.0339; version b 0.0000; version c 0.0063

---

Version a
DFT (the ωB97M-V functional and the def2-TZVPD basis) results for an isolated molecule of C4H4N2.

Calculated values
LUMO energy in eV: 0.42
HOMO-LUMO gap in eV: 10.245
Spin multiplicity: 1
Structure (SMILES): c1cnccn1

XYZ file:
```
10
C4H4N2 the ωB97M-V functional and the def2-TZVPD basis
C 1.1210 0.7059 0.0336
C 1.0953 -0.6764 -0.1089
N -0.0264 -1.3767 -0.2173
C -1.1199 -0.6694 0.0222
C -1.1183 0.7255 0.0462
N 0.0067 1.4400 0.0197
H 2.0724 1.2209 0.1193
H 1.9785 -1.2866 -0.0777
H -1.9808 -1.2851 0.2131
H -2.0634 1.2517 -0.0149
```

---

Version b
DFT (the ωB97M-V functional and the def2-TZVPD basis) results for a 2-piece molecular cluster, C4H4N2 overall.

Calculated values
LUMO energy in eV: 0.79
HOMO-LUMO gap in eV: 8.250
Spin multiplicity: 1

XYZ file:
```
10
C4H4N2 the ωB97M-V functional and the def2-TZVPD basis
C 0.0406 1.8489 0.6007
C -0.3255 -1.7544 0.6947
C -0.4286 1.0757 -0.4776
C 0.5153 -1.0922 -0.2295
N -1.1463 1.4160 0.7222
N 0.7371 -1.2469 1.1844
H 0.7805 2.2529 1.1565
H -1.3070 -2.1305 0.6482
H -0.5975 1.1637 -1.5826
H 1.2435 -1.4551 -0.9338
```

---

Version c
DFT (the ωB97M-V functional and the def2-TZVPD basis) results for an isolated molecule of C4H4N2.

Calculated values
LUMO energy in eV: -1.69
HOMO-LUMO gap in eV: 7.593
Spin multiplicity: 1
Structure (SMILES): C=C1C=NN=C1

XYZ file:
```
10
C4H4N2 the ωB97M-V functional and the def2-TZVPD basis
C 0.5214 -1.0949 0.9769
C 0.2342 -0.2519 -0.1362
C 0.6478 1.0824 -0.2602
C -0.8662 -0.3253 -0.9743
H 0.9570 -0.5284 1.8582
H 0.0854 -2.0604 1.6028
H 1.2890 1.4186 0.5729
H -1.6259 -1.0537 -1.3342
N -0.1490 1.8165 -0.9777
N -1.0938 0.9970 -1.3282
```

---

Stability comparison, relative energies in hartree: version a 0.0000; version b 0.2684; version c 0.1461

---

Version a
DFT (the ωB97M-V functional and the def2-TZVPD basis) results for a 10-piece molecular cluster, H20O10 overall.

Calculated values
LUMO energy in eV: 0.39
HOMO-LUMO gap in eV: 11.251
Spin multiplicity: 1
Structure (SMILES): O.O.O.O.O.O.O.O.O.O

XYZ file:
```
30
H20O10 the ωB97M-V functional and the def2-TZVPD basis
H -1.2310 1.7259 3.2908
H -0.0592 1.3322 2.3942
H -1.8527 -0.3059 1.4628
H -2.3346 -1.1271 0.3150
H 1.9354 1.0856 2.0164
H 1.8443 -0.2047 1.5837
H -0.3417 -1.8907 0.5747
H 0.2872 -3.3035 0.5576
H -1.7007 0.0720 -2.0278
H -3.0599 0.5957 -2.3222
H 0.1834 -0.3910 -2.1284
H 0.0457 -1.8301 -1.9055
H 0.5118 0.5265 0.0520
H -0.3791 1.6242 -0.7428
H 2.8592 0.2056 -2.4621
H 1.7427 0.6486 -1.3785
H 2.0337 -1.7994 0.4180
H 3.2085 -1.0869 -0.1240
H -1.9791 1.9572 -0.4434
H -1.5764 2.3990 0.9404
O -0.9919 1.3981 2.4152
O -1.8851 -1.2729 1.1855
O 1.2079 0.5304 1.8391
O 0.3532 -2.4579 0.2119
O -2.5414 0.3690 -1.5879
O -0.2434 -1.1964 -2.5009
O 0.3730 1.0102 -0.7842
O 2.4655 -0.0405 -1.6502
O 2.7552 -1.2679 0.7619
O -1.6306 2.6947 0.0386
```

---

Version b
DFT (the ωB97M-V functional and the def2-TZVPD basis) results for a 10-piece molecular cluster, H20O10 overall.

Calculated values
LUMO energy in eV: -0.23
HOMO-LUMO gap in eV: 10.115
Spin multiplicity: 1
Structure (SMILES): O.O.O.O.O.O.O.O.O.O

XYZ file:
```
30
H20O10 the ωB97M-V functional and the def2-TZVPD basis
O 1.7568 3.0086 -0.3594
H 1.3422 1.9939 -0.4404
H 2.5947 2.6966 -0.2446
O -1.5355 -2.2495 2.0268
H -1.4907 -3.1553 1.9936
H -1.6067 -1.8755 0.9713
O 0.9574 -2.3133 1.3761
H 0.0774 -2.3907 1.7135
H 1.4551 -2.1068 2.0602
O -0.5435 1.7329 1.3020
H -1.1592 1.3182 2.0504
H -0.1523 1.0083 0.7574
O 2.8420 -0.4155 2.8706
H 2.5319 -0.6407 3.8359
H 3.0006 0.6395 2.8365
O -1.6226 -1.0256 -0.5744
H -1.0307 -1.7430 -1.1694
H -2.5065 -0.7321 -1.0808
O -1.8802 2.3675 -0.9398
H -2.8781 2.0494 -0.8790
H -1.4274 2.2036 0.1015
O 0.9505 0.1201 -0.2838
H 0.2173 -0.1055 -0.6165
H 1.2160 -0.5141 0.4081
O 0.3189 -1.7689 -2.6253
H -0.0550 -1.2119 -3.3669
H 1.2237 -1.6517 -2.4922
O -0.7726 1.8752 -3.2847
H -0.6569 1.0438 -3.5493
H -1.1667 1.8427 -2.3977
```

---

Stability comparison, relative energies in hartree: version a 0.0000; version b 0.1511